Entry 1:
The following is a quantum chemistry calculation of C52H70BCl2N8O2P2S3Ti as an isolated structure in a non-equilibrium geometry, from OMol25.

Last column: Löwdin spin population.
Atoms and positions in Å:
Ti: -1.79 -1.62 0.68  1.1010
C: -5.27 0.69 3.81  0.0009
C: -4.18 1.40 3.05  -0.0002
C: -4.12 2.75 3.04  0.0004
C: -3.06 3.38 2.37  0.0021
N: -2.23 2.70 1.64  0.0132
N: -2.29 1.35 1.58  0.0374
B: -1.12 0.86 0.54  0.3486
N: 0.23 1.42 1.08  0.0248
N: 0.91 2.46 0.57  -0.0013
C: 1.95 2.92 1.23  0.0053
C: 2.30 2.37 2.50  0.0025
C: 1.66 1.28 2.99  0.0018
C: 2.03 0.61 4.27  0.0035
C: 0.62 0.75 2.18  0.0157
S: -0.19 -0.68 2.55  0.1284
C: 2.77 4.08 0.65  0.0006
C: 2.81 4.03 -0.88  0.0000
C: 2.14 5.40 1.10  0.0003
C: 4.21 4.02 1.16  0.0003
N: -1.33 1.13 -1.01  0.0576
N: -1.19 2.45 -1.33  0.0174
C: -1.28 2.83 -2.57  0.0023
C: -1.67 1.91 -3.58  0.0028
C: -1.78 0.60 -3.30  -0.0005
C: -2.14 -0.40 -4.36  0.0013
C: -1.50 0.17 -1.96  0.0152
S: -1.35 -1.52 -1.73  0.0320
C: -0.88 4.24 -3.00  0.0005
C: 0.38 4.07 -3.86  -0.0001
C: -2.00 4.86 -3.85  0.0001
C: -0.58 5.17 -1.82  0.0000
C: -3.17 0.65 2.37  0.0071
S: -3.17 -1.03 2.70  0.0256
C: -2.82 4.88 2.48  0.0003
C: -3.81 5.55 3.43  0.0002
C: -2.95 5.48 1.08  -0.0001
C: -1.40 5.08 3.02  0.0000
H: -6.05 1.39 4.09  0.0000
H: -4.86 0.23 4.71  0.0003
H: -5.70 -0.12 3.21  0.0001
H: -4.88 3.32 3.55  0.0000
H: 3.10 2.82 3.07  0.0001
H: 2.86 1.12 4.75  0.0003
H: 2.31 -0.43 4.09  0.0011
H: 1.18 0.59 4.95  0.0008
H: 1.83 3.85 -1.31  0.0000
H: 3.48 3.25 -1.22  0.0000
H: 3.19 4.99 -1.26  0.0000
H: 1.13 5.52 0.71  0.0000
H: 2.75 6.23 0.74  0.0000
H: 2.10 5.47 2.19  0.0000
H: 4.64 3.02 1.06  0.0000
H: 4.30 4.34 2.20  0.0000
H: 4.82 4.70 0.57  0.0001
H: -1.85 2.27 -4.58  0.0001
H: -2.43 0.11 -5.27  0.0001
H: -2.96 -1.04 -4.02  0.0003
H: -1.30 -1.05 -4.57  0.0003
H: 0.21 3.40 -4.71  0.0000
H: 1.21 3.67 -3.27  0.0000
H: 0.68 5.05 -4.26  0.0000
H: -2.14 4.35 -4.80  0.0000
H: -1.74 5.90 -4.07  0.0000
H: -2.95 4.87 -3.31  0.0000
H: -0.23 4.61 -0.96  0.0000
H: -1.46 5.73 -1.54  0.0000
H: 0.19 5.89 -2.12  0.0000
H: -4.84 5.49 3.06  0.0000
H: -3.56 6.61 3.51  0.0000
H: -3.77 5.13 4.43  0.0000
H: -3.99 5.45 0.74  0.0000
H: -2.34 4.92 0.39  0.0000
H: -2.63 6.52 1.08  0.0000
H: -1.30 4.64 4.01  0.0000
H: -1.17 6.14 3.07  0.0000
H: -0.69 4.59 2.36  0.0000
Cl: -8.14 -4.16 -1.80  -0.0011
C: -6.58 -3.83 -1.13  0.0006
C: -5.84 -4.86 -0.55  0.0137
C: -4.60 -4.63 -0.01  -0.0021
Cl: -3.76 -5.93 0.75  -0.0014
C: -4.01 -3.35 -0.05  0.0123
O: -2.80 -3.13 0.40  0.0040
C: -4.81 -2.31 -0.58  0.0053
C: -4.36 -0.96 -0.51  0.0489
O: -3.28 -0.62 0.00  0.0343
C: -6.08 -2.56 -1.13  0.0134
H: -6.26 -5.86 -0.51  0.0007
H: -5.01 -0.17 -0.88  0.0016
H: -6.66 -1.74 -1.53  0.0003
C: 2.12 -2.98 2.26  0.0039
P: 0.85 -3.49 1.03  0.0027
C: 2.10 -4.11 -0.24  -0.0009
N: 2.54 -5.33 -0.04  -0.0003
C: 3.39 -5.89 -0.93  -0.0001
C: 3.88 -7.20 -0.71  0.0000
C: 4.71 -7.76 -1.63  0.0000
C: 5.07 -7.06 -2.81  0.0000
C: 4.61 -5.79 -3.04  0.0000
C: 3.77 -5.18 -2.08  0.0000
N: 3.36 -3.90 -2.26  0.0000
C: 2.58 -3.35 -1.36  0.0000
P: 2.18 -1.56 -1.60  0.0000
C: 1.76 -1.63 -3.39  0.0005
C: 3.88 -0.77 -1.61  -0.0001
C: 4.92 -1.36 -2.56  0.0000
C: 4.39 -0.82 -0.17  0.0000
C: 3.61 0.68 -2.01  0.0000
C: 0.20 -5.06 1.83  0.0007
C: 1.20 -5.88 2.66  0.0002
C: -0.88 -4.58 2.81  0.0050
C: -0.40 -5.92 0.72  0.0000
H: 2.88 -3.76 2.33  0.0003
H: 1.66 -2.83 3.24  0.0018
H: 2.58 -2.04 1.95  0.0004
H: 3.59 -7.72 0.19  0.0000
H: 5.09 -8.76 -1.48  0.0000
H: 5.72 -7.54 -3.54  0.0000
H: 4.88 -5.24 -3.92  0.0000
H: 2.57 -2.09 -3.96  0.0001
H: 1.55 -0.63 -3.77  0.0000
H: 0.86 -2.23 -3.50  0.0003
H: 5.03 -2.43 -2.44  0.0000
H: 5.89 -0.89 -2.36  0.0000
H: 4.67 -1.16 -3.61  0.0000
H: 4.64 -1.84 0.12  0.0000
H: 3.65 -0.43 0.53  0.0000
H: 5.30 -0.21 -0.08  0.0000
H: 3.14 0.75 -2.99  0.0000
H: 4.57 1.21 -2.08  0.0000
H: 2.98 1.19 -1.29  0.0000
H: 1.58 -5.31 3.51  0.0000
H: 2.04 -6.23 2.06  0.0001
H: 0.67 -6.75 3.06  0.0001
H: -0.46 -3.95 3.59  0.0002
H: -1.33 -5.45 3.30  0.0003
H: -1.69 -4.03 2.32  0.0035
H: 0.39 -6.33 0.09  0.0000
H: -1.10 -5.36 0.10  0.0000
H: -0.94 -6.77 1.16  0.0000

Values from the calculation:
Charge: +1
Spin multiplicity: 3
Orbital gap (alpha / beta), eV: 6.75 / 6.88
ΔE to the lowest compared entry with this formula, charge and spin, eV: 1.749
HOMO energy (alpha / beta), eV: -9.578 / -10.122

Entry 2:
The following is a quantum chemistry calculation of C52H71AsCl2MnN4P2SSi3 as an isolated structure, from OMol25.

Last column: Löwdin spin population.
Atoms and positions in Å:
Mn: 0.33 1.55 0.36  0.9332
C: 2.83 -2.22 -1.05  0.0000
N: 3.92 -1.67 -0.28  -0.0001
C: 3.83 -0.40 0.41  -0.0022
P: 2.61 0.86 -0.19  -0.0063
C: 2.97 1.01 -1.97  -0.0034
C: 2.06 1.68 -2.78  -0.0001
C: 2.29 1.83 -4.14  0.0000
C: 3.44 1.31 -4.71  -0.0001
C: 4.36 0.63 -3.91  -0.0002
C: 4.13 0.49 -2.55  -0.0006
C: 3.56 2.27 0.53  0.0026
C: 3.98 3.34 -0.25  0.0000
C: 4.65 4.41 0.33  0.0011
C: 4.91 4.41 1.70  -0.0010
C: 4.49 3.34 2.48  0.0007
C: 3.82 2.28 1.89  -0.0008
C: 5.15 -2.33 -0.24  0.0000
C: 5.49 -3.29 -1.20  0.0000
C: 6.71 -3.95 -1.14  0.0000
C: 7.63 -3.67 -0.14  0.0000
C: 7.30 -2.72 0.81  0.0000
C: 6.08 -2.06 0.77  -0.0001
P: 1.08 -2.13 -0.33  -0.0018
C: 0.69 -3.85 -0.82  -0.0006
C: 0.66 -4.94 0.04  -0.0001
C: 0.59 -6.24 -0.46  0.0000
C: 0.54 -6.45 -1.83  0.0000
C: 0.52 -5.37 -2.70  0.0000
C: 0.58 -4.08 -2.19  -0.0001
C: 1.44 -2.23 1.46  0.0002
C: 0.71 -1.39 2.30  0.0010
C: 1.00 -1.32 3.66  0.0002
C: 2.02 -2.09 4.19  0.0000
C: 2.75 -2.94 3.36  0.0001
C: 2.46 -3.01 2.01  0.0000
H: 3.03 -3.28 -1.16  0.0000
H: 2.78 -1.80 -2.06  0.0000
H: 4.79 0.11 0.31  -0.0001
H: 3.64 -0.51 1.48  0.0000
H: 1.17 2.11 -2.33  0.0004
H: 1.58 2.37 -4.75  0.0000
H: 3.63 1.42 -5.77  0.0000
H: 5.26 0.23 -4.35  0.0000
H: 4.86 -0.04 -1.95  0.0000
H: 3.77 3.37 -1.31  0.0002
H: 4.95 5.25 -0.28  0.0001
H: 5.41 5.26 2.15  -0.0001
H: 4.67 3.35 3.54  0.0001
H: 3.47 1.47 2.53  0.0000
H: 4.83 -3.51 -2.03  0.0000
H: 6.95 -4.68 -1.90  0.0000
H: 8.58 -4.19 -0.10  0.0000
H: 7.99 -2.48 1.61  0.0000
H: 5.85 -1.34 1.55  0.0000
H: 0.70 -4.79 1.11  0.0000
H: 0.59 -7.08 0.22  0.0000
H: 0.51 -7.46 -2.22  0.0000
H: 0.45 -5.53 -3.77  0.0000
H: 0.58 -3.24 -2.88  0.0000
H: -0.09 -0.79 1.88  0.0006
H: 0.43 -0.66 4.30  0.0000
H: 2.25 -2.04 5.24  0.0000
H: 3.56 -3.54 3.77  0.0000
H: 3.05 -3.67 1.37  0.0000
C: -3.38 4.91 -1.97  -0.0001
N: -2.31 4.05 -1.49  -0.0009
C: -1.62 3.28 -2.51  0.0008
C: -2.20 3.74 -0.17  0.0042
S: -2.00 2.11 0.36  0.0057
N: -2.37 4.74 0.68  -0.0007
C: -2.14 6.14 0.31  0.0002
C: -2.56 4.55 2.12  0.0003
H: -4.03 4.32 -2.62  0.0000
H: -2.99 5.76 -2.54  0.0000
H: -3.96 5.28 -1.14  0.0000
H: -0.91 3.93 -3.04  0.0001
H: -2.33 2.86 -3.23  0.0001
H: -1.06 2.48 -2.04  0.0005
H: -1.64 6.20 -0.64  0.0001
H: -1.50 6.57 1.07  0.0000
H: -3.08 6.70 0.28  0.0000
H: -2.77 3.51 2.33  0.0001
H: -3.39 5.18 2.44  0.0000
H: -1.65 4.85 2.64  0.0000
C: -4.93 -4.59 1.72  0.0000
Si: -4.54 -3.83 0.04  0.0000
C: -6.10 -3.51 -0.97  0.0000
C: -3.57 -5.15 -0.85  0.0000
As: -3.24 -1.90 0.48  0.0001
Si: -3.20 -0.95 -1.69  0.0000
C: -4.48 0.39 -1.97  0.0000
C: -1.46 -0.35 -2.11  0.0000
C: -3.49 -2.23 -3.03  0.0000
Si: -4.94 -0.92 1.83  0.0000
C: -6.72 -1.48 1.56  0.0000
C: -5.09 0.94 1.87  -0.0001
C: -4.39 -1.46 3.54  0.0000
H: -5.45 -5.55 1.58  0.0000
H: -5.55 -3.97 2.37  0.0000
H: -3.99 -4.79 2.24  0.0000
H: -6.99 -3.93 -0.48  0.0000
H: -6.00 -3.97 -1.95  0.0000
H: -6.29 -2.44 -1.11  0.0000
H: -4.26 -5.96 -1.13  0.0000
H: -2.80 -5.56 -0.20  0.0000
H: -3.09 -4.79 -1.76  0.0000
H: -4.32 1.25 -1.31  -0.0001
H: -5.49 -0.01 -1.78  0.0000
H: -4.44 0.72 -3.01  0.0000
H: -0.92 0.23 -1.36  -0.0003
H: -1.51 0.27 -3.01  0.0000
H: -0.83 -1.21 -2.34  0.0000
H: -4.51 -2.62 -3.03  0.0000
H: -2.81 -3.08 -2.94  0.0000
H: -3.30 -1.75 -3.99  0.0000
H: -7.16 -0.97 0.70  0.0000
H: -7.27 -1.19 2.45  0.0000
H: -6.86 -2.55 1.41  0.0000
H: -5.28 1.39 0.90  -0.0001
H: -4.21 1.41 2.29  0.0000
H: -5.95 1.16 2.52  0.0000
H: -3.91 -2.44 3.53  0.0000
H: -5.23 -1.50 4.24  0.0000
H: -3.66 -0.75 3.93  0.0000
Cl: 0.57 2.22 2.74  0.0071
C: 0.97 3.89 2.28  0.0207
C: 1.24 4.80 3.27  -0.0011
C: 1.55 6.11 2.93  0.0322
C: 1.59 6.45 1.57  0.0000
C: 1.32 5.52 0.60  0.0169
Cl: 1.39 5.99 -1.08  0.0018
C: 1.00 4.14 0.87  0.0126
N: 0.81 3.23 -0.05  -0.0233
H: 1.21 4.49 4.31  -0.0010
H: 1.78 6.84 3.69  0.0026
H: 1.83 7.46 1.27  -0.0009

Values from the calculation:
Spin multiplicity: 2
Orbital gap (alpha / beta), eV: 6.16 / 6.56
ΔE to the lowest compared entry with this formula, charge and spin, eV: 2.368
HOMO energy (alpha / beta), eV: -5.653 / -6.047

Entry 3:
The following is a quantum chemistry calculation of a 6-piece molecular cluster, C52H71ClF15N2O12S2 overall in a non-equilibrium geometry, from OMol25.

Last column: Löwdin charge in e.
Atoms and positions in Å:
C: 10.89 1.41 4.11  -0.1357
C: 9.76 0.58 3.20  -0.2724
C: 8.30 1.32 3.12  -0.1942
C: 8.00 2.12 1.71  -0.3171
C: 9.45 2.78 1.27  -0.0809
C: 7.27 1.22 0.55  -0.5883
Cl: 8.08 -0.49 0.40  0.6574
C: 5.75 0.85 1.17  -0.1452
C: 4.78 2.17 1.31  -0.1117
N: 4.76 3.08 0.11  -0.1391
C: 3.66 2.66 -0.88  -0.1258
C: 2.27 3.53 -0.74  -0.2049
C: 0.94 2.63 -0.39  -0.5005
S: 0.36 1.51 -1.77  0.7590
C: -1.54 1.31 -1.73  -0.9286
S: -2.31 1.60 -3.25  0.6204
N: -2.30 0.91 -0.47  -0.1715
C: -3.67 1.55 -0.39  -0.1615
C: -5.08 0.72 -0.10  0.0194
C: -6.57 1.47 -0.01  -0.0493
C: -6.69 3.10 -0.19  -0.0604
C: -5.29 3.93 -0.45  -0.0688
C: -3.83 3.19 -0.53  -0.0411
C: -2.33 -0.59 -0.26  -0.1690
C: -2.19 -1.10 1.32  0.0091
C: -2.26 -2.71 1.66  -0.0697
C: -2.48 -3.73 0.40  -0.0569
C: -2.60 -3.25 -1.18  -0.0427
C: -2.53 -1.64 -1.52  0.0071
C: 6.11 3.32 -0.54  -0.0813
C: 6.96 1.94 -0.86  -0.2414
C: 8.18 2.29 -1.86  -0.1496
C: 8.94 1.00 -2.56  -0.1637
C: 10.44 0.83 -1.88  -0.1202
C: 11.59 0.33 -2.98  -0.2544
O: 12.22 1.28 -3.67  -0.0061
O: 11.95 -1.11 -3.14  -0.1235
C: 12.77 -1.53 -1.96  -0.2316
C: 14.36 -1.75 -2.34  -0.0968
H: 11.49 2.11 3.36  0.0728
H: 10.32 2.12 4.84  0.0743
H: 11.66 0.70 4.63  0.0845
H: 10.19 0.24 2.14  0.0850
H: 9.59 -0.44 3.79  0.1159
H: 8.30 2.15 3.98  0.1238
H: 7.48 0.54 3.43  0.0999
H: 7.32 3.05 2.02  0.1309
H: 9.17 3.72 0.60  0.0852
H: 9.91 3.26 2.26  0.1003
H: 10.18 2.03 0.74  0.0786
H: 5.26 0.18 0.31  0.1264
H: 5.80 0.16 2.11  0.1258
H: 5.05 2.79 2.27  0.1521
H: 3.66 1.79 1.47  0.1543
H: 4.44 4.04 0.47  0.1843
H: 3.41 1.52 -0.77  0.1478
H: 4.07 2.87 -1.98  0.1531
H: 2.09 4.12 -1.75  0.1368
H: 2.32 4.38 0.10  0.1327
H: 1.14 1.99 0.58  0.0856
H: 0.06 3.41 -0.20  0.1064
H: -5.10 -0.44 0.06  0.0781
H: -7.53 0.79 0.18  0.0963
H: -7.75 3.61 -0.13  0.0894
H: -5.36 5.09 -0.56  0.0810
H: -2.84 3.84 -0.71  0.0860
H: -2.05 -0.30 2.17  0.0987
H: -2.16 -3.03 2.80  0.0875
H: -2.57 -4.88 0.64  0.0843
H: -2.76 -4.03 -2.08  0.1004
H: -2.65 -1.31 -2.65  0.0819
H: 5.97 3.88 -1.58  0.1602
H: 6.76 4.05 0.12  0.1533
H: 6.20 1.24 -1.46  0.1439
H: 7.70 2.89 -2.78  0.1217
H: 9.02 3.00 -1.45  0.1061
H: 8.34 0.01 -2.41  0.1025
H: 9.12 1.13 -3.71  0.1267
H: 10.87 1.85 -1.44  0.1250
H: 10.48 0.06 -1.00  0.0782
H: 12.69 -0.77 -1.06  0.1255
H: 12.30 -2.57 -1.61  0.1352
H: 14.72 -0.80 -2.92  0.0884
H: 15.03 -1.95 -1.38  0.0956
H: 14.44 -2.65 -3.10  0.0894
C: -10.11 -3.92 3.66  -0.0525
C: -10.28 -2.50 3.16  -0.2058
O: -9.09 -1.74 3.40  0.0176
C: -8.08 -1.89 2.48  -0.3273
O: -8.15 -2.62 1.50  0.1401
C: -6.89 -0.99 2.83  -0.4704
F: -6.58 -1.02 4.16  0.1383
F: -7.14 0.32 2.54  0.1242
F: -5.75 -1.32 2.16  0.1113
H: -9.82 -3.93 4.71  0.0892
H: -11.05 -4.48 3.55  0.0689
H: -9.33 -4.45 3.11  0.0780
H: -11.09 -2.01 3.71  0.1005
H: -10.55 -2.47 2.09  0.1339
C: -15.58 -6.29 6.40  -0.0627
C: -14.52 -5.33 6.91  -0.2100
O: -13.87 -4.68 5.81  0.0072
C: -14.52 -3.59 5.28  -0.3194
O: -15.60 -3.17 5.69  0.1511
C: -13.69 -2.96 4.16  -0.4529
F: -13.17 -3.89 3.30  0.1339
F: -12.63 -2.25 4.64  0.1169
F: -14.41 -2.10 3.39  0.1518
H: -15.15 -7.00 5.68  0.0845
H: -16.03 -6.85 7.23  0.0851
H: -16.38 -5.75 5.88  0.0787
H: -13.75 -5.89 7.44  0.1272
H: -14.93 -4.60 7.61  0.1275
C: -5.09 -4.00 4.05  -0.0643
C: -4.12 -5.04 4.57  -0.2117
O: -4.81 -6.06 5.30  0.0126
C: -5.38 -7.06 4.55  -0.3210
O: -5.32 -7.11 3.33  0.1440
C: -6.04 -8.10 5.45  -0.4708
F: -6.77 -7.54 6.46  0.1400
F: -5.12 -8.91 6.06  0.1443
F: -6.88 -8.93 4.78  0.1430
H: -5.70 -3.60 4.86  0.0865
H: -4.56 -3.18 3.56  0.0546
H: -5.78 -4.45 3.32  0.0847
H: -3.42 -4.56 5.27  0.1271
H: -3.51 -5.47 3.77  0.1200
C: -3.81 5.21 -4.52  -0.0683
C: -3.64 4.50 -5.84  -0.2126
O: -4.91 4.35 -6.50  0.0124
C: -5.35 5.45 -7.20  -0.3213
O: -4.73 6.50 -7.28  0.1431
C: -6.68 5.14 -7.89  -0.4708
F: -7.57 4.50 -7.07  0.1408
F: -6.53 4.34 -8.98  0.1439
F: -7.33 6.26 -8.33  0.1429
H: -4.55 4.70 -3.89  0.0788
H: -2.86 5.25 -3.98  0.0769
H: -4.17 6.23 -4.66  0.0785
H: -3.26 3.48 -5.67  0.1013
H: -2.92 5.01 -6.49  0.1273
C: 7.71 1.58 -8.05  -0.0575
C: 6.28 2.05 -7.84  -0.2050
O: 5.59 1.16 -6.95  0.0199
C: 5.80 1.35 -5.61  -0.3202
O: 6.53 2.22 -5.16  0.1213
C: 4.96 0.38 -4.79  -0.4663
F: 5.01 -0.90 -5.27  0.1536
F: 3.64 0.72 -4.76  0.1432
F: 5.36 0.30 -3.49  0.1165
H: 7.72 0.54 -8.40  0.0880
H: 8.22 2.20 -8.79  0.0885
H: 8.28 1.61 -7.12  0.0743
H: 5.75 2.03 -8.79  0.1308
H: 6.25 3.08 -7.47  0.1263

Values from the calculation:
Charge: +1
Orbital gap, eV: 6.54
ΔE to the lowest compared entry with this formula, charge and spin, eV: 27.669
HOMO energy, eV: -9.616